(1)
The following is a DFT calculation (the ωB97M-V functional and the def2-TZVPD basis) of a gas-phase ion, C8H7Cl2N2 (charge +1) at a distorted geometry.

As for the LUMO energy: -6.0 eV. The net charge is +1. Its HOMO energy is -13.47 eV. The relative energy (zero: lowest compared OMol25 entry of this formula, charge and spin) comes out at 0.00 kcal per mole.

Atoms and positions in Å:
C 1.666 -1.761 0.097
C 0.544 -2.579 -0.090
C 1.531 -0.421 -0.076
C -0.723 -1.989 -0.131
C 0.281 0.249 -0.021
C -0.856 -0.533 -0.051
C 0.139 1.772 0.292
C -2.190 0.006 -0.080
N -0.984 2.030 0.845
N 1.199 2.479 -0.209
Cl -2.798 0.858 -1.415
Cl -3.313 -0.495 1.057
H 2.734 -2.024 0.178
H 0.449 -3.689 -0.124
H 2.394 0.099 -0.060
H -1.636 -2.664 -0.258
H -1.146 2.989 1.203
H 1.669 2.177 -1.026
H 1.040 3.496 -0.133

(2)
The following is a DFT calculation (the ωB97M-V functional and the def2-TZVPD basis) of 2 unconnected molecules or ions with the total composition C2H3BrClF at a distorted geometry.

As for the LUMO energy: 0.7 eV. The net charge is 0. Its HOMO energy is -9.84 eV. Its structure (SMILES) is C=C(F)Br.Cl. The relative energy (zero: lowest compared OMol25 entry of this formula, charge and spin) comes out at 22.06 kcal per mole.

Atoms and positions in Å:
C 1.684 -0.384 -0.568
C 0.418 -0.698 -0.379
F -0.449 0.322 -0.265
Cl -2.351 -0.832 -3.542
Br -0.371 -2.400 -0.333
H 2.495 -1.099 -0.518
H 1.938 0.767 -0.689
H -1.293 -0.222 -3.650